Below is a cluster of 3 separate species, C17H50N3O6P2Si in total, with properties calculated with ωB97M-V/def2-TZVPD.

The calculation puts the HOMO-LUMO gap at 6.224 eV. As for the charge: -1. The LUMO energy comes out at 2.58 eV.

Each line ends with the Löwdin charge.
Element x y z (Å)
1 C -2.78 2.24 2.26  -0.119
2 C -2.65 3.06 0.97  -0.261
3 C -1.53 2.58 0.04  -0.193
4 C -1.90 1.37 -0.80  -0.353
5 O -1.60 0.19 -0.13  -0.408
6 P -2.32 -1.34 -0.75  0.408
7 O -0.93 -1.68 -1.73  -0.323
8 C -1.61 -2.20 0.78  -0.305
9 C -0.22 -2.78 0.72  -0.296
10 O 0.84 -1.83 0.60  -0.216
11 Si 1.60 -1.15 1.87  0.369
12 C 2.30 -2.47 3.03  -0.162
13 C 3.00 -0.15 1.13  -0.156
14 C 0.55 0.00 2.88  -0.157
15 P -4.29 -0.92 0.38  0.686
16 N -5.30 -0.93 -0.99  -0.273
17 O -4.67 -2.48 0.89  -0.408
18 H -1.91 2.38 2.91  0.058
19 H -3.68 2.52 2.82  0.063
20 H -2.86 1.17 2.02  0.028
21 H -2.48 4.11 1.25  0.079
22 H -3.60 3.03 0.42  0.099
23 H -1.22 3.41 -0.61  0.093
24 H -0.66 2.28 0.65  0.098
25 H -2.97 1.42 -1.06  0.091
26 H -1.36 1.42 -1.77  0.107
27 H -2.90 -0.57 -1.85  -0.016
28 H -2.93 -2.56 -1.24  0.001
29 H -0.47 -0.86 -1.86  0.012
30 H -1.69 -1.52 1.65  0.058
31 H -2.29 -3.04 0.97  0.063
32 H -0.05 -3.42 1.61  0.101
33 H -0.14 -3.43 -0.16  0.090
34 H 2.18 -3.48 2.63  0.022
35 H 3.37 -2.30 3.20  0.020
36 H 1.79 -2.43 4.00  0.024
37 H 3.80 -0.01 1.88  0.025
38 H 3.42 -0.69 0.28  0.031
39 H 2.67 0.83 0.79  0.026
40 H 0.28 0.87 2.29  0.012
41 H -0.38 -0.45 3.25  0.031
42 H 1.14 0.32 3.75  0.032
43 H -5.82 -0.08 -1.09  -0.010
44 H -4.79 -1.12 -1.86  -0.014
45 H -4.65 -2.48 1.83  -0.015
46 C 1.59 -3.92 -2.46  -0.068
47 C 2.04 -4.76 -3.65  -0.434
48 C 1.25 -6.07 -3.80  -0.214
49 O 1.56 -7.06 -2.84  -0.193
50 C 0.86 -6.95 -1.61  -0.108
51 N 3.49 -4.98 -3.60  0.033
52 H 1.98 -4.31 -1.52  0.068
53 H 1.96 -2.90 -2.55  0.082
54 H 0.51 -3.87 -2.40  0.070
55 H 1.83 -4.19 -4.56  0.134
56 H 1.50 -6.52 -4.77  0.116
57 H 0.18 -5.86 -3.78  0.121
58 H -0.16 -6.59 -1.78  0.092
59 H 1.35 -6.27 -0.91  0.074
60 H 0.82 -7.94 -1.17  0.082
61 H 3.80 -5.44 -4.45  0.062
62 H 3.69 -5.63 -2.84  0.065
63 C 1.18 7.87 0.90  -0.072
64 C 1.61 6.92 -0.21  -0.438
65 C 0.82 5.60 -0.24  -0.222
66 O 1.17 4.69 0.77  -0.188
67 C 0.53 4.88 2.02  -0.105
68 N 3.06 6.72 -0.14  0.035
69 H 1.57 7.55 1.87  0.064
70 H 1.57 8.87 0.71  0.072
71 H 0.09 7.94 0.98  0.077
72 H 1.40 7.41 -1.17  0.133
73 H 1.06 5.09 -1.18  0.125
74 H -0.26 5.79 -0.23  0.118
75 H -0.48 5.27 1.89  0.083
76 H 1.09 5.56 2.67  0.075
77 H 0.47 3.91 2.50  0.084
78 H 3.37 6.20 -0.95  0.069
79 H 3.25 6.11 0.65  0.069



Below is a cluster of 10 separate species, C17H52ClO13 in total in a non-equilibrium geometry, with properties calculated with ωB97M-V/def2-TZVPD.

The calculation puts the HOMO-LUMO gap at 9.710 eV. As for the charge: -1. The LUMO energy comes out at 2.48 eV.

Each line ends with the Löwdin charge.
Element x y z (Å)
1 Cl -0.32 0.22 0.40  0.674
2 O -1.35 0.69 -0.53  -0.372
3 O -0.95 -0.62 1.46  -0.384
4 O 0.65 -0.59 -0.25  -0.341
5 O 0.22 1.42 1.02  -0.361
6 C -3.13 0.18 4.52  -0.049
7 C -1.86 -0.20 5.28  -0.486
8 C -0.62 0.57 4.87  -0.063
9 O -2.03 0.11 6.66  -0.060
10 H -3.11 -0.17 3.49  0.069
11 H -3.18 1.27 4.47  0.081
12 H -4.04 -0.20 4.98  0.073
13 H -1.67 -1.27 5.15  0.137
14 H 0.33 0.17 5.23  0.075
15 H -0.56 1.57 5.28  0.078
16 H -0.57 0.65 3.79  0.060
17 H -2.46 -0.68 6.99  0.080
18 C 3.24 -3.01 0.15  -0.079
19 C 3.13 -3.07 -1.31  -0.498
20 C 4.20 -2.13 -1.98  -0.035
21 O 3.40 -4.37 -1.79  -0.052
22 H 2.33 -3.35 0.65  0.080
23 H 3.31 -1.97 0.46  0.066
24 H 4.11 -3.52 0.55  0.092
25 H 2.12 -2.82 -1.62  0.117
26 H 5.20 -2.56 -1.92  0.074
27 H 4.26 -1.12 -1.56  0.074
28 H 3.98 -1.95 -3.04  0.058
29 H 2.67 -4.96 -1.57  0.087
30 C 0.69 3.70 -2.07  -0.070
31 C 0.11 4.45 -0.92  -0.501
32 C -0.18 5.88 -1.30  -0.065
33 O -1.04 3.80 -0.31  -0.061
34 H 1.04 2.70 -1.82  0.076
35 H 1.52 4.28 -2.49  0.076
36 H 0.01 3.50 -2.90  0.084
37 H 0.87 4.41 -0.13  0.128
38 H -0.83 5.94 -2.17  0.082
39 H 0.79 6.30 -1.59  0.073
40 H -0.54 6.42 -0.43  0.078
41 H -0.84 2.86 -0.31  0.016
42 C 0.53 -0.78 -6.27  -0.053
43 C 0.98 -1.59 -5.01  -0.471
44 C 1.10 -0.70 -3.76  -0.048
45 O -0.03 -2.54 -4.81  -0.067
46 H -0.51 -0.49 -6.17  0.066
47 H 0.75 -1.27 -7.22  0.065
48 H 1.20 0.08 -6.33  0.065
49 H 1.95 -2.05 -5.17  0.129
50 H 1.92 0.01 -3.82  0.080
51 H 1.44 -1.32 -2.93  0.046
52 H 0.15 -0.26 -3.48  0.078
53 H -0.84 -2.10 -4.54  0.028
54 C -1.51 -3.71 -0.25  -0.157
55 O -2.46 -3.19 0.66  -0.133
56 H -0.50 -3.79 0.15  0.069
57 H -1.89 -4.72 -0.41  0.076
58 H -1.50 -3.12 -1.16  0.063
59 H -2.21 -2.28 0.80  0.021
60 C -4.70 0.16 0.32  -0.167
61 O -5.85 0.33 1.11  -0.123
62 H -4.29 -0.84 0.44  0.073
63 H -4.96 0.34 -0.72  0.071
64 H -3.89 0.84 0.62  0.076
65 H -5.80 1.24 1.42  0.069
66 C -2.85 -0.94 -3.02  -0.146
67 O -2.44 -1.26 -4.32  -0.126
68 H -2.16 -1.25 -2.24  0.063
69 H -3.16 0.10 -2.88  0.085
70 H -3.75 -1.53 -2.84  0.083
71 H -3.13 -0.89 -4.86  0.094
72 C 2.71 -0.75 3.09  -0.160
73 O 2.88 -0.26 4.40  -0.134
74 H 1.81 -0.30 2.68  0.063
75 H 3.54 -0.46 2.44  0.072
76 H 2.70 -1.84 3.08  0.077
77 H 2.81 0.69 4.33  0.015
78 C 1.84 2.97 3.83  -0.141
79 O 3.17 2.52 3.96  -0.116
80 H 1.21 2.10 3.67  0.051
81 H 1.44 3.39 4.76  0.080
82 H 1.69 3.70 3.04  0.085
83 H 3.76 3.28 4.02  0.088



Below is a cluster of 9 separate species, C17H52O13 in total in a non-equilibrium geometry, with properties calculated with ωB97M-V/def2-TZVPD.

The calculation puts the HOMO-LUMO gap (spin up / spin down) at 8.891 / 2.230 eV. As for the charge: +1. The LUMO energy (spin up / spin down) comes out at -2.66 / -9.32 eV. The spin multiplicity is 2.

Each line ends with the Löwdin spin population.
Element x y z (Å)
1 O -1.69 -3.58 -0.13  0.000
2 H -1.14 -3.29 0.60  0.000
3 H -1.65 -4.53 -0.10  0.000
4 O 0.41 -5.15 3.32  0.000
5 H -0.13 -5.28 4.10  0.000
6 H 0.26 -4.24 3.06  0.000
7 C -0.19 -1.47 2.40  0.001
8 C -0.70 -0.46 1.35  0.002
9 O 0.35 -0.12 0.52  0.007
10 O 0.34 -2.70 1.83  0.003
11 H -0.99 -1.63 3.12  0.000
12 H 0.55 -1.04 3.08  0.000
13 H -1.12 0.48 1.71  0.001
14 H -1.45 -0.93 0.72  0.000
15 H 0.04 -0.53 -0.29  0.000
16 H 1.26 -2.62 1.57  -0.001
17 C 3.06 0.31 -3.48  0.002
18 C 3.08 -0.75 -2.38  0.002
19 O 4.45 -1.02 -1.89  0.004
20 O 3.47 -0.28 -4.73  0.001
21 H 3.62 1.20 -3.19  0.000
22 H 2.03 0.67 -3.45  0.000
23 H 2.66 -1.62 -2.88  0.000
24 H 2.58 -0.45 -1.46  0.000
25 H 5.08 -1.20 -2.59  0.000
26 H 3.98 0.40 -5.18  0.000
27 C -5.25 0.24 2.68  0.000
28 C -4.79 0.54 1.22  0.000
29 O -3.46 0.90 1.18  0.000
30 O -6.59 -0.08 2.91  0.000
31 H -5.09 1.12 3.30  0.000
32 H -4.69 -0.54 3.18  0.000
33 H -5.50 1.29 0.87  0.000
34 H -5.00 -0.41 0.72  0.000
35 H -3.43 1.85 1.31  0.000
36 H -6.77 -0.50 3.76  0.000
37 C -0.08 3.40 -2.68  0.000
38 C -1.54 3.77 -2.93  0.000
39 O -1.95 4.87 -2.18  0.000
40 O 0.22 2.78 -1.41  0.000
41 H 0.39 4.37 -2.87  0.000
42 H 0.31 2.79 -3.49  0.000
43 H -2.12 2.90 -2.62  0.000
44 H -1.93 3.85 -3.94  0.000
45 H -2.06 4.62 -1.26  0.000
46 H 0.37 1.85 -1.59  0.000
47 C -2.48 -0.02 -2.44  0.000
48 C -1.76 -1.33 -2.79  0.000
49 C -1.15 -1.27 -4.23  0.000
50 O -0.73 -1.47 -1.80  0.000
51 H -2.21 0.93 -2.91  0.000
52 H -2.24 0.25 -1.41  0.000
53 H -3.55 0.00 -2.61  0.000
54 H -2.49 -2.13 -2.84  0.000
55 H -1.06 -2.31 -4.56  0.000
56 H -0.11 -0.93 -4.19  0.000
57 H -1.69 -0.70 -4.99  0.000
58 H -1.14 -2.13 -1.23  0.000
59 C 5.30 -4.17 1.27  0.114
60 C 4.30 -3.06 1.32  0.128
61 C 4.77 -1.67 1.71  0.010
62 O 3.68 -3.12 0.05  0.631
63 H 4.88 -5.09 0.86  0.001
64 H 5.71 -4.43 2.25  0.012
65 H 6.12 -3.79 0.65  0.005
66 H 3.50 -3.31 2.02  0.055
67 H 4.63 -0.99 0.87  0.001
68 H 5.86 -1.71 1.75  0.002
69 H 4.18 -1.28 2.53  0.007
70 H 4.01 -2.37 -0.45  0.010
71 C -1.49 4.55 3.28  0.000
72 C -0.53 4.19 2.13  0.000
73 C 0.48 3.08 2.49  0.000
74 O -1.17 3.75 0.95  0.000
75 H -1.93 3.56 3.43  0.000
76 H -2.19 5.36 3.05  0.000
77 H -0.81 4.79 4.10  0.000
78 H 0.01 5.12 1.93  0.000
79 H 0.22 2.03 2.60  0.000
80 H 1.06 3.32 3.38  0.000
81 H 1.29 3.08 1.75  0.000
82 H -0.50 3.51 0.31  0.000



Number 1: DFT total energy -2265.69759 a.u.. Number 2: DFT total energy -2116.93661 a.u.. Number 3: DFT total energy -1656.52760 a.u..